{
  "formula": "C51H53FeIN12O2PS",
  "method": "ωB97M-V with the def2-TZVPD basis set",
  "lumo_energy_ev": [-5.773, -5.655],
  "multiplicity": 2,
  "total_charge": 2,
  "s_squared": 0.8953,
  "molar_mass_g_mol": 1111.9,
  "e_homo_ev": [-12.16, -12.22],
  "symbols": ["Fe", "O", "C", "C", "C", "C", "C", "C", "C", "P", "C", "C", "C", "C", "C", "C", "C", "C", "C", "C", "C", "C", "H", "H", "H", "H", "H", "H", "H", "H", "H", "H", "H", "H", "H", "H", "C", "N", "C", "N", "C", "N", "C", "C", "C", "C", "C", "C", "C", "N", "N", "C", "O", "C", "C", "C", "C", "C", "C", "N", "C", "N", "C", "N", "C", "H", "H", "H", "H", "H", "H", "H", "H", "H", "H", "H", "H", "H", "H", "H", "H", "I", "C", "C", "N", "N", "C", "H", "H", "H", "C", "C", "C", "C", "N", "C", "S", "N", "C", "C", "C", "C", "H", "H", "H", "H", "H", "H", "H", "H", "H", "H", "H", "H", "H", "H", "H", "H", "H", "H", "H", "H"],
  "coordinates": [[0.456028, 0.476751, 0.402776], [-0.346130, 1.293959, 3.081706], [-0.381314, 1.778510, 1.598143], [-0.964168, 3.081436, 1.500858], [-1.257014, 4.002344, 2.518031], [-1.755215, 5.250957, 2.188660], [-1.977862, 5.599396, 0.859105], [-1.718914, 4.684820, -0.154181], [-1.224802, 3.436420, 0.169404], [-1.006285, 2.004854, -0.894536], [-2.681990, 1.275975, -0.710183], [-3.815411, 1.966442, -1.146598], [-5.083000, 1.448877, -0.933334], [-5.242758, 0.246239, -0.254910], [-4.124980, -0.440390, 0.192963], [-2.853354, 0.066248, -0.043338], [-0.955263, 2.654148, -2.580469], [0.052445, 3.583430, -2.858845], [0.141471, 4.161448, -4.114016], [-0.757474, 3.795355, -5.108239], [-1.720940, 2.830543, -4.853430], [-1.814466, 2.247907, -3.597571], [-1.063243, 3.778690, 3.563629], [-1.956614, 5.970158, 2.971081], [-2.372764, 6.576859, 0.618631], [-1.915450, 4.944580, -1.187306], [-3.707067, 2.916046, -1.656897], [-5.948806, 1.987438, -1.295270], [-6.233486, -0.153245, -0.078759], [-4.236025, -1.370584, 0.735088], [-1.990736, -0.488795, 0.295440], [0.757928, 3.861257, -2.082459], [0.908785, 4.896151, -4.318480], [-0.695385, 4.250686, -6.087565], [-2.406545, 2.528972, -5.633999], [-2.561294, 1.487304, -3.413039], [-2.226684, -2.668602, 4.847434], [-1.424680, -1.795765, 3.974007], [-0.863953, -2.062318, 2.792863], [-0.377074, -0.948898, 2.243789], [-0.694680, -0.057612, 3.185364], [-1.328147, -0.474658, 4.233758], [-3.672031, -2.652749, 4.417476], [-4.670077, -2.081309, 5.192809], [-5.984982, -2.069001, 4.733832], [-6.303347, -2.594144, 3.492220], [-5.294571, -3.152025, 2.710870], [-3.993062, -3.192337, 3.184033], [-5.548942, -3.636881, 1.355866], [-6.642718, -3.719301, 0.689834], [-6.288483, -4.161303, -0.592284], [-5.013994, -4.296843, -0.585861], [-4.466548, -3.984108, 0.618783], [-4.062001, -4.709708, -1.628204], [-3.911979, -6.051343, -1.957931], [-2.913239, -6.427613, -2.841111], [-2.078257, -5.468712, -3.396780], [-2.253072, -4.120702, -3.102904], [-1.418733, -3.095294, -3.819004], [-0.770063, -2.092500, -2.961152], [-0.591402, -2.000333, -1.643914], [0.061121, -0.874089, -1.358613], [0.260290, -0.317500, -2.590423], [-0.229652, -1.020499, -3.573238], [-3.247145, -3.746111, -2.208432], [-2.106256, -2.301566, 5.862910], [-1.803093, -3.669522, 4.776159], [-0.798100, -3.052060, 2.370926], [-0.906987, 1.815074, 3.694309], [-4.430045, -1.647032, 6.155780], [-6.761589, -1.632546, 5.347040], [-7.318262, -2.581988, 3.117324], [-3.227305, -3.652235, 2.571088], [-4.565388, -6.791063, -1.514479], [-2.776529, -7.471130, -3.089653], [-1.297117, -5.770363, -4.084131], [-2.038355, -2.524821, -4.510762], [-0.640491, -3.581297, -4.404601], [-0.925993, -2.741388, -0.937403], [0.782698, 0.606690, -2.759055], [-3.410724, -2.698274, -1.974371], [4.488756, -0.927472, 5.292479], [3.416670, 0.089064, 3.866117], [3.330631, 1.450317, 3.683926], [2.516863, 1.641888, 2.627250], [2.074830, 0.494628, 2.109674], [2.609638, -0.461061, 2.855878], [3.786321, 2.265995, 4.220293], [2.249963, 2.511008, 2.190487], [2.411775, -1.500416, 2.647950], [6.896136, -1.712982, -1.466807], [5.751098, -2.710631, -1.643465], [4.347510, -2.104091, -1.609896], [3.884570, -1.603383, -0.244405], [4.497553, -0.336857, 0.155415], [4.000331, 0.875057, -0.083705], [2.513314, 1.087304, -0.923225], [4.724240, 1.917810, 0.333724], [4.440641, 3.325732, 0.056760], [5.145157, 3.829063, -1.199065], [6.666624, 3.677885, -1.165679], [7.331904, 4.409765, -0.002464], [7.847173, -2.177096, -1.725154], [6.994674, -1.367262, -0.434206], [6.763769, -0.842763, -2.113856], [5.827821, -3.491480, -0.881080], [5.871685, -3.202067, -2.610193], [3.634095, -2.867014, -1.932369], [4.280294, -1.274951, -2.320474], [4.127186, -2.336033, 0.529295], [2.807076, -1.450925, -0.251036], [5.441522, -0.392971, 0.507748], [5.659479, 1.724975, 0.665036], [4.759977, 3.896039, 0.930432], [3.363825, 3.430135, -0.057242], [4.889553, 4.885346, -1.319191], [4.741978, 3.288316, -2.059339], [7.061421, 4.070553, -2.103574], [6.937237, 2.617107, -1.139228], [7.042152, 5.462240, 0.013149], [8.416469, 4.367410, -0.093377], [7.071798, 3.976460, 0.967103]],
  "atomic_forces_ev_per_a": [[-1.195, 3.222, 0.966], [-0.528, -0.073, 0.079], [1.924, -2.063, -1.705], [-0.212, 0.419, 0.328], [0.105, -0.238, -0.019], [0.012, 0.054, -0.050], [-0.035, -0.045, 0.063], [-0.014, 0.118, -0.017], [0.163, 0.025, 0.050], [-0.601, -0.865, 0.084], [-0.011, -0.030, -0.098], [0.068, 0.014, -0.001], [-0.002, 0.008, 0.001], [0.008, 0.003, -0.022], [-0.005, -0.005, 0.009], [-0.052, -0.039, -0.085], [0.456, 0.019, -0.015], [-0.080, 0.042, 0.052], [0.018, -0.013, -0.023], [0.037, -0.032, 0.006], [0.003, -0.030, 0.000], [-0.038, 0.007, 0.039], [-0.003, 0.062, 0.018], [-0.021, -0.021, 0.008], [0.022, 0.005, -0.003], [0.026, -0.009, 0.002], [-0.028, -0.001, 0.004], [0.000, 0.010, 0.034], [0.006, 0.001, -0.008], [0.002, -0.002, -0.017], [0.009, 0.013, 0.040], [-0.011, 0.044, -0.014], [0.001, -0.007, 0.001], [-0.002, 0.004, 0.005], [0.014, -0.007, -0.004], [-0.016, 0.023, -0.007], [-0.100, 0.070, -0.049], [0.053, -0.077, 0.020], [0.051, -0.017, -0.003], [-0.061, 0.080, -0.031], [0.049, 0.081, 0.072], [-0.025, -0.012, 0.089], [0.012, 0.027, 0.026], [-0.046, -0.010, 0.006], [0.022, 0.006, -0.009], [0.015, -0.040, 0.015], [-0.029, 0.033, -0.067], [0.033, -0.045, -0.003], [-0.075, 0.079, 0.026], [0.008, -0.069, -0.189], [-0.084, 0.059, 0.157], [-0.064, -0.033, -0.004], [0.162, -0.009, 0.006], [0.004, -0.010, -0.009], [0.006, 0.001, 0.009], [0.017, 0.002, -0.014], [-0.023, -0.002, -0.014], [0.123, -0.003, 0.127], [-0.038, -0.016, -0.033], [-0.090, -0.053, 0.016], [0.113, 0.073, 0.069], [0.174, -0.156, 0.257], [0.106, -0.173, 0.012], [-0.050, -0.018, -0.033], [-0.043, 0.043, -0.037], [0.081, -0.001, -0.001], [0.046, 0.012, 0.013], [-0.052, 0.009, -0.005], [-0.040, -0.037, -0.017], [-0.006, -0.016, 0.001], [0.002, -0.011, -0.002], [0.002, 0.034, 0.020], [0.001, 0.001, 0.015], [0.009, 0.005, 0.004], [-0.016, 0.006, -0.018], [-0.007, -0.003, 0.000], [0.035, 0.034, -0.018], [0.035, 0.013, 0.016], [-0.057, 0.011, -0.035], [-0.014, -0.020, -0.036], [0.001, -0.013, 0.020], [0.044, -0.030, 0.053], [-0.027, -0.038, -0.049], [0.032, -0.003, -0.022], [0.034, 0.124, -0.068], [-0.068, -0.807, 0.005], [0.138, 0.135, 0.049], [-0.029, 0.014, -0.022], [-0.030, -0.030, -0.047], [-0.021, 0.020, 0.000], [-0.046, -0.058, 0.001], [0.006, 0.130, -0.015], [0.071, -0.004, 0.058], [0.062, 0.011, -0.080], [-0.029, -0.060, -0.064], [-0.027, -0.131, 0.127], [-0.287, 0.276, 0.008], [0.030, 0.082, -0.158], [0.050, 0.022, -0.078], [0.063, -0.095, 0.036], [-0.042, 0.113, 0.089], [0.006, -0.038, -0.067], [0.010, 0.023, 0.015], [0.020, 0.008, -0.012], [0.010, 0.008, 0.020], [-0.013, -0.052, -0.056], [0.021, -0.043, 0.024], [-0.028, 0.036, -0.016], [-0.064, -0.043, -0.041], [-0.008, 0.019, 0.024], [-0.020, 0.003, 0.058], [-0.027, 0.011, 0.089], [-0.020, -0.020, 0.059], [-0.026, -0.014, 0.020], [-0.019, -0.008, 0.065], [-0.024, -0.014, -0.035], [-0.043, 0.056, -0.015], [0.024, -0.074, -0.018], [0.012, 0.003, -0.072], [-0.003, -0.009, 0.022], [-0.001, 0.003, 0.033], [0.007, 0.025, 0.006]],
  "lowdin_spin": [0.921, 0.007, 0.060, 0.004, 0.015, -0.003, 0.017, -0.003, 0.012, -0.039, -0.004, -0.001, 0.000, 0.000, 0.001, 0.001, -0.007, -0.003, 0.000, -0.004, 0.000, -0.004, 0.001, -0.001, 0.001, 0.000, 0.000, 0.000, 0.000, 0.000, 0.001, 0.000, 0.000, 0.000, 0.000, 0.000, 0.000, 0.001, 0.002, 0.014, 0.003, 0.000, 0.000, 0.000, 0.000, 0.000, 0.000, 0.000, 0.000, 0.000, 0.000, 0.000, 0.000, 0.000, 0.000, 0.000, 0.000, 0.000, 0.000, -0.001, 0.000, -0.008, -0.001, 0.000, 0.000, 0.000, 0.000, 0.000, 0.000, 0.000, 0.000, 0.000, 0.000, 0.000, 0.000, 0.000, 0.000, 0.000, 0.000, 0.000, 0.000, 0.001, 0.000, -0.001, 0.001, 0.018, 0.001, 0.000, 0.001, 0.000, 0.000, 0.000, 0.000, 0.000, 0.002, 0.002, -0.003, 0.000, 0.000, 0.000, 0.000, 0.000, 0.000, 0.000, 0.000, 0.000, 0.000, 0.000, 0.000, 0.000, 0.000, 0.000, 0.000, 0.000, 0.000, 0.000, 0.000, 0.000, 0.000, 0.000, 0.000, 0.000]
}